{
  "formula": "C55H74ClF4IN12O7PS",
  "method": "ωB97M-V with the def2-TZVPD basis set",
  "charge": 1,
  "homo_energy_ev": -10.6324,
  "energy_ha": -5219.9902,
  "species": ["C", "C", "C", "C", "O", "C", "C", "C", "C", "I", "C", "C", "O", "F", "C", "O", "C", "C", "N", "C", "C", "C", "O", "N", "P", "O", "Cl", "C", "C", "C", "N", "N", "N", "S", "O", "O", "C", "F", "F", "F", "H", "H", "H", "H", "H", "H", "H", "H", "H", "H", "H", "H", "H", "H", "H", "H", "H", "H", "H", "H", "H", "H", "H", "H", "H", "H", "H", "H", "H", "H", "H", "H", "H", "H", "H", "H", "H", "H", "H", "N", "C", "C", "C", "C", "C", "H", "H", "H", "H", "H", "N", "C", "C", "C", "C", "C", "H", "H", "H", "H", "H", "N", "C", "C", "C", "C", "C", "H", "H", "H", "H", "H", "N", "C", "C", "C", "C", "C", "H", "H", "H", "H", "H", "N", "C", "C", "C", "C", "C", "H", "H", "H", "H", "H", "N", "C", "C", "C", "C", "C", "H", "H", "H", "H", "H", "N", "C", "C", "C", "C", "C", "H", "H", "H", "H", "H"],
  "xyz": [[0.325, -1.768, 3.745], [-0.109, -1.057, 2.293], [-1.550, -0.354, 2.546], [-2.476, 0.010, 1.265], [-2.070, 1.155, 0.450], [-1.102, 0.858, -0.595], [0.329, 1.438, -0.063], [0.855, 2.836, -0.710], [0.342, 4.164, 0.168], [1.182, 5.954, -0.800], [-1.693, 1.580, -1.964], [-2.392, 3.063, -1.673], [-1.803, 4.156, -2.227], [-3.639, 3.288, -0.912], [-0.913, -0.727, -0.960], [-0.635, -0.779, -2.434], [0.781, -0.721, -2.749], [1.631, -2.115, -2.534], [2.399, -2.118, -1.197], [3.855, -1.760, -1.397], [4.654, -1.498, 0.047], [4.014, -0.237, 0.908], [6.087, -1.192, -0.132], [-2.157, -1.588, -0.787], [-1.756, -3.325, -1.070], [-0.155, -3.718, -0.406], [-1.694, -3.748, -3.197], [-3.049, -1.295, 0.380], [-4.480, -0.693, -0.212], [-5.414, -1.610, -1.123], [-6.142, -0.646, -2.093], [-4.917, -2.716, -1.927], [-6.566, -2.138, -0.239], [-3.500, -2.697, 1.518], [-4.289, -3.885, 0.829], [-2.263, -3.438, 2.167], [-4.633, -2.310, 2.950], [-4.246, -3.236, 4.081], [-4.629, -0.962, 3.504], [-6.080, -2.661, 2.686], [-0.308, -1.339, 4.649], [1.470, -1.567, 4.008], [0.223, -2.945, 3.675], [0.781, -0.344, 2.029], [-0.196, -1.976, 1.537], [-2.088, -1.010, 3.387], [-1.326, 0.680, 3.101], [-3.472, 0.443, 1.775], [1.234, 0.664, -0.144], [0.224, 1.631, 1.111], [2.040, 2.843, -0.552], [0.704, 2.966, -1.863], [0.821, 4.013, 1.247], [-0.816, 4.189, 0.327], [-2.574, 0.947, -2.464], [-0.876, 1.785, -2.784], [0.054, -1.139, -0.459], [0.850, -0.503, -3.923], [1.404, 0.130, -2.248], [1.022, -3.097, -2.715], [2.487, -2.103, -3.366], [2.404, -3.076, -0.774], [4.032, -0.795, -2.054], [4.465, -2.640, -1.921], [4.586, -2.455, 0.754], [3.805, 0.697, 0.231], [4.762, 0.139, 1.759], [3.013, -0.556, 1.443], [6.457, -0.948, 0.782], [-2.716, -1.328, -1.658], [0.198, -4.374, -1.105], [-5.179, -0.249, 0.650], [-4.159, 0.268, -0.845], [-6.902, -1.145, -2.604], [-5.416, -0.253, -2.756], [-4.209, -2.556, -2.648], [-5.082, -3.684, -1.637], [-7.087, -2.890, -0.755], [-7.264, -1.352, -0.086], [1.980, -5.790, -2.872], [3.223, -5.267, -2.960], [4.163, -5.667, -3.895], [3.812, -6.668, -4.796], [2.540, -7.227, -4.729], [1.667, -6.759, -3.761], [3.450, -4.492, -2.233], [5.146, -5.210, -3.922], [4.523, -7.008, -5.543], [2.236, -8.009, -5.416], [0.662, -7.161, -3.671], [-6.528, -2.441, 8.609], [-7.369, -1.391, 8.735], [-7.689, -0.531, 7.697], [-7.109, -0.757, 6.452], [-6.238, -1.829, 6.292], [-5.983, -2.636, 7.389], [-7.792, -1.254, 9.726], [-8.372, 0.296, 7.854], [-7.335, -0.103, 5.615], [-5.770, -2.032, 5.335], [-5.313, -3.488, 7.313], [3.802, 7.945, -2.734], [4.966, 7.367, -3.103], [6.214, 7.897, -2.816], [6.274, 9.095, -2.112], [5.092, 9.715, -1.720], [3.892, 9.106, -2.050], [4.867, 6.436, -3.653], [7.117, 7.388, -3.135], [7.234, 9.541, -1.870], [5.105, 10.649, -1.171], [2.943, 9.549, -1.764], [-1.120, -1.905, 7.445], [-1.935, -2.829, 6.891], [-2.184, -4.072, 7.451], [-1.557, -4.390, 8.651], [-0.711, -3.460, 9.246], [-0.527, -2.242, 8.611], [-2.398, -2.535, 5.954], [-2.850, -4.775, 6.963], [-1.727, -5.356, 9.120], [-0.207, -3.678, 10.180], [0.121, -1.481, 9.037], [4.298, -8.871, -7.523], [5.298, -9.779, -7.528], [5.116, -11.124, -7.808], [3.830, -11.568, -8.097], [2.779, -10.657, -8.098], [3.060, -9.331, -7.809], [6.282, -9.384, -7.294], [5.956, -11.808, -7.801], [3.648, -12.615, -8.320], [1.765, -10.971, -8.318], [2.274, -8.581, -7.801], [3.007, 6.336, 3.440], [2.944, 7.031, 2.283], [3.297, 8.366, 2.166], [3.737, 9.033, 3.305], [3.810, 8.345, 4.512], [3.439, 7.010, 4.528], [2.592, 6.468, 1.424], [3.229, 8.874, 1.211], [4.021, 10.080, 3.253], [4.149, 8.836, 5.417], [3.483, 6.428, 5.445], [-0.802, 11.080, -3.529], [0.198, 10.171, -3.535], [0.016, 8.827, -3.815], [-1.270, 8.382, -4.103], [-2.321, 9.294, -4.104], [-2.040, 10.619, -3.815], [1.182, 10.566, -3.300], [0.856, 8.142, -3.807], [-1.452, 7.335, -4.326], [-3.335, 8.979, -4.325], [-2.826, 11.369, -3.807]],
  "forces_ev_per_a": [[0.70, -0.18, 0.16], [0.32, -1.50, 1.20], [1.36, 0.76, 0.70], [-1.77, 0.53, 2.44], [0.05, -2.92, -0.29], [0.51, 0.45, -0.53], [1.09, 0.41, 0.57], [1.17, 0.75, 0.73], [0.18, -2.22, 0.81], [-0.79, -1.08, 0.26], [-1.36, 0.64, 0.08], [3.06, 6.66, -2.92], [-4.60, -7.86, 4.14], [3.72, -1.36, -2.20], [2.73, 2.18, -1.11], [0.05, -0.21, 2.63], [2.38, -0.73, -2.02], [1.33, 0.27, -0.66], [0.47, -0.42, -0.80], [2.39, 0.14, 0.36], [-0.70, 0.60, 1.69], [-0.25, 0.01, 0.22], [-1.11, -0.11, 1.11], [1.05, 2.01, -1.65], [0.99, -5.41, 0.96], [-2.27, 0.64, -3.23], [0.41, 1.00, 1.36], [-2.35, 4.11, 0.76], [-0.01, 1.25, -0.31], [-3.92, 0.14, -1.01], [2.05, 0.25, 0.40], [0.83, -0.03, 0.75], [0.32, 0.58, -1.05], [2.44, -11.26, -0.60], [2.02, 5.62, 1.95], [-3.69, 4.43, -2.13], [-4.53, 0.15, 5.22], [-0.98, 3.28, -4.31], [0.19, -4.06, -2.07], [5.54, 1.46, 0.68], [1.29, -0.99, -1.89], [-2.52, -0.31, -0.68], [-0.07, 2.55, 0.23], [-2.08, -1.22, 0.13], [0.27, 2.20, 1.46], [0.77, 1.40, -2.26], [-0.67, -2.12, -1.31], [2.20, -1.12, -1.22], [-2.21, 1.38, -0.04], [0.00, -0.48, -2.61], [-2.57, -0.06, -0.41], [-0.02, -0.26, 2.26], [-0.91, 0.67, -2.34], [2.21, 0.28, -0.65], [1.97, 1.19, 1.17], [-1.80, -0.33, 1.87], [-2.10, 0.31, -0.32], [-0.56, -0.45, 2.63], [-1.55, -1.41, -0.56], [1.03, 2.04, 0.44], [-2.06, -0.02, 1.40], [-0.29, 1.20, -0.60], [-0.70, -1.88, 1.35], [-1.24, 1.81, 0.87], [-0.12, 1.77, -1.67], [0.41, -1.82, 1.12], [-1.54, -1.03, -1.87], [1.95, 0.61, -1.13], [-0.99, -0.60, -2.03], [0.53, -0.49, 1.07], [-0.22, 1.00, 1.25], [1.80, -1.18, -1.75], [-0.53, -1.98, 1.41], [1.24, 0.35, 0.49], [-1.46, -0.62, 0.62], [-0.84, -0.18, 0.40], [0.48, 0.80, 0.11], [0.80, 0.99, 0.58], [1.33, -1.18, -0.43], [0.44, -0.02, -0.50], [-0.74, -0.31, 0.08], [-0.18, -0.13, -0.04], [0.10, -0.02, -0.06], [0.21, 0.17, 0.08], [0.01, 0.53, 0.55], [0.06, -0.08, -0.08], [-0.09, -0.04, 0.03], [-0.16, -0.02, 0.03], [0.05, 0.08, 0.10], [0.09, -0.01, -0.04], [-0.20, 0.62, -0.83], [0.58, -0.77, 0.04], [0.13, -0.04, -0.27], [0.01, -0.01, 0.02], [-0.19, 0.22, 0.04], [-0.33, 0.05, 0.89], [0.01, 0.02, -0.09], [0.06, -0.09, 0.01], [0.01, -0.06, 0.09], [-0.17, 0.01, 0.32], [-0.03, 0.07, -0.02], [0.81, 0.38, 0.26], [-0.84, 0.29, 0.20], [-0.04, 0.23, 0.13], [0.00, 0.01, 0.01], [0.21, -0.15, -0.08], [-0.15, -0.75, -0.43], [0.05, 0.06, 0.04], [-0.10, 0.04, 0.02], [-0.12, -0.05, -0.03], [-0.02, -0.08, -0.06], [0.07, 0.02, 0.00], [-0.16, -0.90, 0.32], [0.57, 0.66, 0.40], [0.12, 0.00, 0.18], [0.01, 0.00, 0.03], [-0.19, -0.18, -0.16], [-0.32, 0.36, -0.76], [-0.02, -0.07, 0.03], [0.06, 0.06, 0.02], [0.01, 0.12, -0.06], [-0.05, 0.05, -0.09], [-0.05, -0.09, -0.01], [-0.18, -0.94, -0.11], [-0.57, 0.68, 0.03], [-0.27, -0.05, -0.06], [0.01, -0.01, 0.00], [0.21, -0.12, 0.01], [0.79, 0.34, 0.18], [-0.05, -0.07, -0.03], [-0.07, 0.09, 0.01], [0.02, 0.13, 0.03], [0.09, 0.05, 0.01], [0.01, -0.07, -0.05], [0.26, 0.94, -0.01], [0.05, -0.60, 0.74], [0.08, 0.10, 0.27], [0.00, 0.01, -0.02], [-0.02, 0.10, -0.25], [-0.30, -0.54, -0.64], [0.16, 0.19, 0.22], [-0.01, -0.07, 0.05], [-0.03, -0.12, 0.01], [-0.03, -0.07, -0.08], [0.01, 0.09, -0.04], [-0.16, -0.99, -0.19], [-0.68, 0.68, 0.03], [-0.22, -0.10, -0.04], [-0.03, 0.02, 0.00], [0.25, -0.19, 0.00], [0.81, 0.45, 0.21], [-0.04, -0.05, -0.05], [0.00, 0.07, 0.02], [0.03, 0.11, 0.05], [0.08, 0.05, 0.02], [0.04, -0.09, -0.01]]
}